DFT (the ωB97M-V functional and the def2-TZVPD basis) results for a 14-piece molecular cluster, C56H98O28 overall in a non-equilibrium geometry.

Each line ends with the Löwdin charge.
CARTESIAN COORDINATES (ANGSTROEM)
C -2.715 4.702 -5.357  -0.15
C -2.722 3.178 -5.339  -0.17
C -1.622 2.797 -6.316  -0.16
O -0.676 3.910 -6.242  -0.14
C -1.230 4.971 -5.545  -0.25
H -3.144 5.154 -4.488  0.10
H -3.275 5.038 -6.247  0.12
H -3.699 2.832 -5.668  0.11
H -2.451 2.765 -4.347  0.12
H -2.047 2.828 -7.319  0.11
H -1.124 1.836 -6.090  0.12
H -0.980 5.926 -5.967  0.11
H -0.721 5.008 -4.550  0.10
C 3.514 -3.730 -1.693  -0.15
C 2.513 -3.548 -2.808  -0.15
C 2.397 -2.013 -2.933  -0.18
O 2.855 -1.436 -1.709  -0.14
C 3.322 -2.483 -0.824  -0.18
H 4.543 -3.769 -2.095  0.12
H 3.344 -4.632 -1.069  0.11
H 1.603 -3.998 -2.438  0.07
H 2.692 -4.003 -3.753  0.11
H 1.390 -1.624 -3.127  0.10
H 3.037 -1.579 -3.713  0.12
H 2.648 -2.742 0.051  0.12
H 4.225 -2.106 -0.385  0.09
C 5.200 -1.865 2.675  -0.16
C 6.635 -1.372 2.864  -0.17
C 6.800 -0.268 1.831  -0.20
O 5.510 -0.066 1.275  -0.13
C 4.587 -0.569 2.185  -0.27
H 4.802 -2.160 3.653  0.09
H 5.057 -2.734 1.944  0.14
H 7.338 -2.226 2.749  0.12
H 6.816 -0.944 3.855  0.11
H 7.502 -0.480 1.009  0.12
H 7.241 0.650 2.277  0.12
H 3.689 -0.679 1.581  0.11
H 4.413 0.075 3.110  0.11
C 1.553 -0.939 4.118  -0.19
C 2.305 -0.038 5.049  -0.15
C 1.995 -0.756 6.403  -0.25
O 1.505 -2.002 6.179  -0.12
C 1.777 -2.295 4.770  -0.15
H 1.982 -0.892 3.138  0.09
H 0.499 -0.772 4.019  0.10
H 1.971 0.985 5.034  0.10
H 3.371 -0.086 4.835  0.09
H 1.293 -0.087 6.941  0.12
H 2.952 -0.825 6.993  0.13
H 1.107 -3.065 4.398  0.11
H 2.832 -2.654 4.618  0.12
C -1.655 -2.040 -5.044  -0.16
C -1.050 -3.407 -4.847  -0.17
C -1.241 -3.589 -3.393  -0.21
O -2.547 -3.057 -3.146  -0.14
C -2.903 -2.178 -4.217  -0.18
H -1.891 -1.897 -6.114  0.13
H -1.039 -1.305 -4.633  0.09
H -0.026 -3.540 -5.210  0.12
H -1.661 -4.069 -5.416  0.11
H -0.495 -3.113 -2.766  0.08
H -1.236 -4.670 -3.217  0.12
H -3.220 -1.238 -3.772  0.12
H -3.711 -2.697 -4.699  0.12
C 3.267 2.732 -4.395  -0.18
C 3.111 1.939 -3.081  -0.14
C 1.572 1.902 -3.090  -0.19
O 1.123 3.175 -3.605  -0.16
C 2.248 3.827 -4.233  -0.21
H 3.120 2.024 -5.288  0.14
H 4.251 3.212 -4.492  0.11
H 3.441 2.538 -2.209  0.11
H 3.492 0.898 -3.021  0.11
H 1.216 1.761 -2.085  0.09
H 1.168 1.053 -3.697  0.12
H 2.668 4.560 -3.597  0.09
H 1.917 4.247 -5.220  0.14
C -6.421 -1.930 2.911  -0.16
C -6.111 -0.922 1.784  -0.17
C -5.218 -1.672 0.800  -0.17
O -4.730 -2.817 1.555  -0.19
C -5.126 -2.775 2.935  -0.19
H -7.323 -2.597 2.685  0.13
H -6.641 -1.380 3.823  0.10
H -5.566 -0.069 2.174  0.10
H -7.028 -0.552 1.282  0.12
H -4.506 -0.968 0.323  0.11
H -5.725 -2.085 -0.075  0.12
H -4.345 -2.164 3.514  0.13
H -5.093 -3.764 3.373  0.11
C 1.571 -8.500 1.017  -0.01
C 1.810 -7.357 -0.001  -0.27
C 1.121 -7.204 -1.401  -0.09
O 0.581 -5.901 -1.429  0.00
C 0.865 -5.237 -0.219  -0.53
O 0.573 -4.127 -0.010  0.16
O 1.556 -6.083 0.605  0.07
H 1.928 -8.119 1.947  0.07
H 2.209 -9.347 0.769  0.08
H 0.611 -8.976 1.200  0.08
H 2.896 -7.466 -0.168  0.14
H 0.313 -7.886 -1.683  0.11
H 1.920 -7.288 -2.188  0.14
C 3.992 4.897 1.509  -0.01
C 3.826 3.424 1.453  -0.30
C 3.349 2.758 2.714  -0.06
O 2.206 2.040 2.251  0.08
C 1.873 2.357 1.038  -0.61
O 0.911 2.012 0.443  0.17
O 2.830 3.119 0.452  0.06
H 4.596 5.137 2.371  0.09
H 3.059 5.359 1.611  0.06
H 4.452 5.299 0.564  0.11
H 4.716 2.906 1.106  0.15
H 3.029 3.415 3.510  0.10
H 4.107 2.042 3.082  0.12
C -4.821 4.447 -0.585  -0.01
C -4.949 3.808 0.796  -0.32
C -3.860 2.944 1.325  -0.09
O -3.833 3.234 2.745  0.03
C -4.453 4.425 2.930  -0.55
O -4.429 5.005 3.976  0.15
O -5.075 4.846 1.795  0.09
H -3.932 5.106 -0.545  0.08
H -5.722 5.015 -0.865  0.09
H -4.641 3.680 -1.353  0.09
H -5.904 3.288 0.827  0.15
H -2.871 3.179 0.906  0.12
H -4.042 1.852 1.181  0.13
C -0.936 2.459 3.996  0.01
C -0.830 3.991 3.760  -0.26
C -1.077 4.821 5.047  -0.12
O 0.186 5.052 5.626  0.04
C 1.118 4.877 4.559  -0.48
O 2.319 5.002 4.744  0.11
O 0.482 4.503 3.452  0.09
H -2.036 2.193 3.961  0.10
H -0.463 2.254 4.956  0.08
H -0.374 1.907 3.214  0.08
H -1.533 4.294 3.040  0.10
H -1.718 4.215 5.739  0.15
H -1.596 5.747 4.890  0.12
C 0.807 7.306 -2.341  -0.01
C 0.358 5.922 -1.933  -0.28
C 1.199 5.166 -0.927  -0.07
O 0.372 4.904 0.202  0.09
C -0.812 5.423 -0.013  -0.50
O -1.734 5.227 0.833  0.07
O -0.893 6.013 -1.208  0.10
H 1.881 7.244 -2.580  0.09
H 0.766 8.068 -1.530  0.10
H 0.256 7.748 -3.136  0.07
H 0.126 5.339 -2.830  0.12
H 2.015 5.733 -0.529  0.12
H 1.537 4.217 -1.313  0.11
C -1.876 -5.657 1.889  0.00
C -2.715 -6.204 0.741  -0.26
C -3.390 -5.261 -0.228  -0.09
O -3.281 -5.989 -1.431  0.09
C -2.261 -6.866 -1.382  -0.60
O -1.909 -7.618 -2.240  0.15
O -1.783 -6.864 -0.157  0.06
H -1.259 -6.483 2.344  0.11
H -2.470 -5.207 2.717  0.10
H -1.234 -4.889 1.496  0.05
H -3.335 -7.073 1.020  0.17
H -2.920 -4.297 -0.193  0.11
H -4.389 -5.051 0.079  0.13
C -1.664 -1.821 1.657  0.00
C -1.092 -0.982 0.520  -0.29
C -0.799 -1.688 -0.764  -0.12
O -0.821 -0.597 -1.674  0.06
C -1.802 0.232 -1.207  -0.60
O -2.243 1.121 -1.817  0.18
O -2.077 -0.044 0.067  0.08
H -2.148 -2.766 1.344  0.07
H -2.325 -1.210 2.251  0.08
H -0.828 -2.088 2.303  0.07
H -0.277 -0.415 0.981  0.15
H -1.570 -2.424 -1.024  0.12
H 0.187 -2.177 -0.777  0.11

Summary:
Molar mass, g/mol: 1219.37
LUMO level, eV: 0.358
Strongest force on any atom, eV/Å: 4.5
Electronic energy, eV: -116988.8495
Energy relative to the best compared isomer or geometry (same formula, charge and spin), kJ/mol: 620.2